(1)
44
Properties=species:S:1:pos:R:3:lowdin_charge:R:1 method="wB97M-V/def2-TZVPD" homo_lumo_gap_ha=0.31487 de_lowest_kcal_mol=24.3 total_charge=0 smiles="COC(=O)Cc1ccc(NC(=S)N2CCC[C@@H](CO)C2)cc1" homo_energy_ev=-7.992
C 4.3253 -2.6907 1.3527 -0.04
O 3.2496 -2.6318 2.2810 -0.03
C 3.0599 -1.4730 2.9177 -0.51
O 3.7666 -0.5089 2.7972 0.11
C 1.8010 -1.5297 3.7625 -0.04
C 0.6758 -1.1638 2.8306 -0.23
C -0.1252 -2.1425 2.2572 -0.03
C -1.1003 -1.8056 1.3396 -0.01
C -1.2818 -0.4769 0.9602 -0.26
N -2.2627 -0.1854 0.0100 0.04
C -2.4497 0.9546 -0.7249 -0.82
S -4.0104 1.3575 -1.1160 0.65
N -1.3755 1.6758 -1.1166 -0.12
C -1.5714 2.9341 -1.8080 -0.20
C -1.5284 2.7408 -3.3228 -0.17
C -0.2093 2.0867 -3.7274 -0.17
C -0.0193 0.7853 -2.9498 -0.29
C 1.3165 0.1099 -3.2787 -0.24
O 1.4842 -1.1207 -2.6175 -0.06
C -0.1024 1.0668 -1.4421 -0.12
C -0.4999 0.5109 1.5575 -0.02
C 0.4697 0.1641 2.4762 -0.01
H 5.1661 -2.0949 1.7126 0.09
H 4.6042 -3.7380 1.2640 0.09
H 3.9976 -2.3038 0.3855 0.10
H 1.8874 -0.8066 4.5728 0.13
H 1.6683 -2.5360 4.1556 0.12
H 0.0187 -3.1784 2.5254 0.12
H -1.7214 -2.5728 0.9006 0.11
H -3.0963 -0.7575 0.0580 0.12
H -2.5324 3.3511 -1.5049 0.07
H -0.7698 3.6107 -1.4937 0.13
H -1.6432 3.7058 -3.8164 0.11
H -2.3658 2.1057 -3.6173 0.10
H 0.6202 2.7627 -3.5053 0.12
H -0.2017 1.8876 -4.8007 0.12
H -0.8339 0.0970 -3.2116 0.16
H 1.4030 -0.0202 -4.3672 0.12
H 2.1457 0.7360 -2.9406 0.13
H 0.7843 -1.7215 -2.8978 0.09
H 0.0417 0.1373 -0.8947 0.11
H 0.6957 1.7596 -1.1559 0.14
H -0.6585 1.5467 1.3020 0.12
H 1.0821 0.9331 2.9221 0.12


(2)
81
Properties=species:S:1:pos:R:3:lowdin_charge:R:1 method="wB97M-V/def2-TZVPD" homo_lumo_gap_ha="0.19861 / 0.19859" total_charge=+1 homo_energy_ev="-9.425 / -9.426"
Pt 0.2837 0.4441 0.1236 0.69
Te 1.8794 -2.5485 -3.7260 1.32
C 2.2524 -4.4736 -2.9898 -0.57
C 1.9083 -5.5940 -3.7299 -0.13
C 2.1918 -6.8452 -3.1984 -0.15
N 2.7661 -7.0356 -2.0125 0.07
C 3.0971 -5.9463 -1.3194 -0.15
C 2.8734 -4.6511 -1.7616 -0.14
C 1.2949 -1.7173 -1.9264 -1.01
P -0.2901 -1.8877 -1.2083 0.93
C -0.0836 -2.3148 0.5682 -0.43
C 1.1402 -2.6833 1.1241 -0.12
C 1.2236 -3.0538 2.4572 -0.07
C 0.0830 -3.0717 3.2524 -0.09
C -1.1436 -2.7236 2.7030 -0.08
C -1.2244 -2.3516 1.3683 -0.11
C -1.1181 -3.3738 -1.8489 -0.37
C -0.7319 -4.6387 -1.4098 -0.08
C -1.3381 -5.7664 -1.9384 -0.06
C -2.3360 -5.6361 -2.8976 -0.06
C -2.7335 -4.3777 -3.3269 -0.07
C -2.1262 -3.2459 -2.8008 -0.10
P 1.9298 -0.1788 -1.3136 0.74
C 3.7279 -0.2473 -1.3387 -0.37
C 4.3809 -0.7318 -0.2068 -0.10
C 5.7548 -0.9198 -0.2202 -0.07
C 6.4777 -0.6200 -1.3666 -0.06
C 5.8321 -0.1271 -2.4933 -0.06
C 4.4586 0.0612 -2.4834 -0.09
C 1.4673 1.1357 -2.5046 -0.39
C 1.9548 2.4289 -2.3012 -0.10
C 1.5399 3.4658 -3.1204 -0.07
C 0.6300 3.2273 -4.1444 -0.07
C 0.1403 1.9466 -4.3492 -0.07
C 0.5575 0.9035 -3.5319 -0.11
H 1.4079 -5.5142 -4.6866 0.10
H 1.9307 -7.7405 -3.7522 0.11
H 3.5745 -6.1175 -0.3603 0.11
H 3.1780 -3.8053 -1.1577 0.08
H 2.0271 -2.6907 0.5021 0.07
H 2.1797 -3.3464 2.8739 0.11
H 0.1469 -3.3836 4.2876 0.10
H -2.0422 -2.7603 3.3061 0.11
H -2.1910 -2.1054 0.9401 0.11
H 0.0396 -4.7453 -0.6568 0.11
H -1.0287 -6.7480 -1.6034 0.11
H -2.8081 -6.5200 -3.3067 0.11
H -3.5159 -4.2773 -4.0675 0.11
H -2.4341 -2.2620 -3.1367 0.10
H 3.8120 -0.9531 0.6902 0.09
H 6.2602 -1.2939 0.6603 0.11
H 7.5497 -0.7669 -1.3812 0.11
H 6.4002 0.1085 -3.3834 0.11
H 3.9612 0.4530 -3.3616 0.11
H 2.6647 2.6218 -1.5050 0.11
H 1.9223 4.4652 -2.9583 0.11
H 0.3116 4.0386 -4.7860 0.11
H -0.5641 1.7543 -5.1482 0.11
H 0.1627 -0.0926 -3.6914 0.06
C 1.8970 0.0758 5.2833 -0.01
N 0.6590 0.2697 4.5313 -0.18
C -0.6196 0.1166 5.2214 -0.02
C 0.6913 0.6750 3.2903 -0.25
N 0.7288 1.0416 2.1919 0.06
H 1.9008 -0.9231 5.7201 0.09
H 1.9768 0.8173 6.0789 0.10
H 2.7457 0.1749 4.6124 0.10
H -0.6844 -0.8870 5.6426 0.09
H -1.4302 0.2555 4.5112 0.10
H -0.7081 0.8511 6.0228 0.10
Br -4.6388 1.5849 -2.5714 0.80
C -3.3560 2.1680 -1.3320 -0.67
C -3.2015 3.5110 -1.0377 -0.08
C -2.2322 3.8670 -0.1152 -0.03
C -1.4436 2.8828 0.4494 -0.14
N -1.5842 1.5853 0.1460 -0.09
C -2.5418 1.2342 -0.7213 -0.19
H -3.8264 4.2549 -1.5129 0.12
H -2.0784 4.9008 0.1598 0.12
H -0.6687 3.1150 1.1677 0.10
H -2.6437 0.1798 -0.9346 0.08


(3)
27
Properties=species:S:1:pos:R:3:lowdin_charge:R:1 method="wB97M-V/def2-TZVPD" homo_lumo_gap_ha=0.31681 de_lowest_kcal_mol=39.0 total_charge=0 smiles="N[C@@H](Cc1c[nH]c2ccccc12)C(=O)O" homo_energy_ev=-7.971
N -3.0466 -1.6769 -0.6921 0.08
C -2.0643 -0.7002 -0.1360 -0.33
C -1.1957 0.0035 -1.1420 -0.10
C -0.0775 0.7775 -0.3732 -0.15
C 0.2671 2.0701 -0.2450 -0.09
N 1.5964 2.2193 0.0285 0.06
C 2.2361 0.9291 0.1848 -0.16
C 3.5378 0.5806 0.3161 -0.02
C 3.7658 -0.8182 0.4295 -0.08
C 2.7349 -1.7864 0.4061 -0.09
C 1.4239 -1.3524 0.1718 -0.06
C 1.1403 -0.0305 0.0218 -0.11
C -2.7618 0.2651 0.8002 -0.53
O -3.0840 0.0461 1.9208 0.13
O -3.3096 1.2866 0.1381 0.08
H -3.9129 -1.2486 -0.9788 0.07
H -3.2604 -2.3920 -0.0181 0.07
H -1.4475 -1.3258 0.4953 0.13
H -1.8567 0.8892 -1.5410 0.14
H -0.8752 -0.5146 -2.0477 0.12
H -0.3487 2.9328 -0.4106 0.12
H 1.8514 3.1598 0.3663 0.16
H 4.3255 1.2298 0.3320 0.08
H 4.7603 -1.2031 0.5677 0.09
H 2.9505 -2.8376 0.4937 0.09
H 0.6540 -2.1937 0.1757 0.13
H -4.0031 1.6906 0.7359 0.16


(4)
53
Properties=species:S:1:pos:R:3:lowdin_charge:R:1 method="wB97M-V/def2-TZVPD" homo_lumo_gap_ha="0.19300 / 0.19266" de_lowest_kcal_mol=61.1 total_charge=0 homo_energy_ev="-7.116 / -7.116"
W -0.9793 1.1088 -0.0807 0.64
Te -0.4281 3.2063 1.7665 0.26
Te -2.1406 4.4967 3.3324 0.05
Te -3.6578 5.0622 1.0866 0.08
Te -2.6407 3.1156 -0.3617 0.25
C -2.9583 -0.9605 3.1454 0.03
C -1.7908 -0.4381 2.3690 -0.34
O -1.9945 -0.2625 1.1536 -0.19
C -0.5122 -0.1762 3.0089 -0.14
C -0.3777 -0.4245 4.3886 -0.01
C 0.8237 -0.2643 5.0334 -0.07
C 1.9407 0.1373 4.2949 -0.05
C 1.8511 0.3829 2.9452 -0.01
C 0.6267 0.2518 2.2817 -0.45
O 0.5738 0.5306 0.9940 -0.43
H -3.8034 -1.0628 2.4691 0.09
H -3.2071 -0.2625 3.9462 0.10
H -2.7224 -1.9239 3.5987 0.10
H -1.2403 -0.7481 4.9540 0.11
H 0.9052 -0.4510 6.0947 0.11
H 2.8936 0.2643 4.7934 0.11
H 2.7088 0.6975 2.3666 0.13
C -1.5043 -2.4882 -1.6522 -0.23
Si -0.2147 -1.3449 -0.8937 0.55
C 0.4288 -2.3699 0.5584 -0.18
C 1.2149 -1.2041 -2.1175 -0.29
C 1.9574 -2.3224 -2.5133 -0.09
C 2.9773 -2.2085 -3.4421 -0.08
C 3.2719 -0.9680 -3.9994 -0.09
C 2.5431 0.1444 -3.6183 -0.10
C 1.5119 0.0375 -2.6786 -0.31
Si 0.5311 1.5222 -2.1058 0.45
C 1.7049 2.7839 -1.3151 -0.21
C -0.2912 2.3121 -3.5996 -0.22
H -1.0165 -3.4556 -1.8098 0.03
H -1.8867 -2.1433 -2.6106 0.01
H -2.3480 -2.6493 -0.9778 0.03
H 0.6150 -3.3763 0.1710 0.03
H -0.2975 -2.4805 1.3656 0.03
H 1.3630 -1.9975 0.9764 0.04
H 1.7393 -3.2978 -2.0900 0.10
H 3.5457 -3.0824 -3.7362 0.10
H 4.0680 -0.8754 -4.7277 0.10
H 2.7820 1.1070 -4.0607 0.10
H 2.5003 2.9722 -2.0434 0.04
H 2.1643 2.4008 -0.4028 0.02
H 1.2115 3.7302 -1.0868 0.01
H 0.4482 2.4386 -4.3962 0.03
H -0.7000 3.2937 -3.3521 0.02
H -1.0951 1.6933 -3.9991 0.00
S -2.6173 0.5226 -1.9618 0.44
C -3.8263 -0.2275 -1.0402 -0.80
N -4.6513 -0.7467 -0.4211 0.09